1.
Entry from the OMol25 dataset: C5H3MgO6 as an isolated structure at a distorted geometry (ωB97M-V with the def2-TZVPD basis set).

Geometry (Å):
O -0.8966 1.0660 -0.8268
C -1.1401 -0.2389 -1.1196
Mg 0.5726 0.0855 0.8099
O -1.2267 2.8367 1.6310
C -0.6635 1.8577 1.4426
C -0.0210 -0.9536 -1.7131
O 0.1396 -1.8448 -2.4649
C 1.2099 1.3031 -1.0301
O 1.3361 1.9275 -1.9885
C -1.5977 -0.8612 0.3103
O -2.6910 -1.2341 0.5454
H -1.7675 -0.4350 -2.0796
O 1.9834 -1.0062 1.9061
H 1.8293 -1.6831 2.5864
H 2.9331 -0.8195 1.9910

Cartesian forces, eV/Å:
O -0.55 -1.88 0.47
C -1.95 2.65 -2.17
Mg -0.70 0.20 -0.39
O 1.42 -2.97 -0.72
C -1.15 3.24 1.22
C 1.95 -3.87 -1.84
O -0.14 1.86 1.87
C 0.76 1.73 -2.35
O -0.06 -1.63 2.53
C -0.28 -1.19 1.02
O 1.49 0.64 -0.65
H -0.43 0.85 1.28
O 0.11 0.16 0.16
H -0.31 0.09 -0.22
H -0.15 0.13 -0.23

Values from the calculation:
LUMO level (spin up / spin down) = -5.14 / -5.96 eV
E_HOMO (spin up / spin down) = -12.8 / -11.9 eV
Orbital gap (spin up / spin down) = 0.281 / 0.217 hartree
Net charge = +1
ΔE to the lowest compared entry with this formula, charge and spin = 43.7 kcal/mol

Results of the natural (NBO) charge analysis, in e, for atoms 1 through 4: -0.780, -0.168, 1.618, -0.374



2.
Entry from the OMol25 dataset: a 2-piece molecular cluster, H7N2 overall at a distorted geometry (ωB97M-V with the def2-TZVPD basis set).

Geometry (Å):
N -0.4050 -0.2937 1.2385
H 0.5943 -0.7577 1.5071
H -1.1217 -0.9228 1.1051
H -0.6393 -0.0298 2.1934
H -0.0031 0.1491 0.2729
N 0.4079 0.4030 -1.3743
H -0.0801 -0.2898 -1.8331
H 1.3248 0.5119 -1.7519
H -0.0777 1.2297 -1.3577

Cartesian forces, eV/Å:
N 5.71 -0.41 1.52
H -3.04 0.21 -0.95
H -1.53 -2.59 -1.26
H -0.01 2.07 -0.18
H -0.77 0.59 0.32
N 1.61 -0.90 2.80
H -1.21 -1.62 -1.48
H 0.54 0.12 -0.18
H -1.30 2.51 -0.58

Values from the calculation:
LUMO level = -3.95 eV
E_HOMO = -16.1 eV
Orbital gap = 0.448 hartree
Net charge = +1
ΔE to the lowest compared entry with this formula, charge and spin = 28.7 kcal/mol

Results of the natural (NBO) charge analysis, in e, for atoms 1 through 4: -0.957, 0.454, 0.427, 0.457